The following is a DFT calculation (ωB97M-V/def2-TZVPD) of C26H80O15V as an isolated structure in a non-equilibrium geometry.

Results
2S+1: 4
Net charge: 0
Expectation value of S²: 3.75
Highest occupied orbital energy (spin up / spin down) in hartree: -0.2531 / -0.3379
Largest force on an atom in eV/A: 2.23
Lowest unoccupied orbital energy (spin up / spin down) in eV: 0.157 / 0.154
Orbital gap (spin up / spin down) in Eh: 0.259 / 0.344

Structure (XYZ):
```
122
Properties=species:S:1:pos:R:3:forces:R:3:lowdin_spin:R:1
V 0.072 -0.138 -0.248 -0.418 0.542 0.365 2.8077
O -4.062 -2.067 1.058 -0.131 -0.302 0.819 0.0000
O -1.934 3.810 -1.527 -0.157 0.206 -0.308 0.0001
O -0.663 -3.587 -1.890 0.618 -0.933 0.199 0.0012
O 2.462 2.450 0.970 1.532 0.709 -0.810 0.0000
O 4.155 0.504 -0.424 1.310 -0.198 -0.644 0.0002
O -1.300 -1.578 0.874 0.743 0.148 -0.054 0.0200
O -1.555 1.528 0.056 -0.193 -0.397 1.687 0.0136
O -3.525 -0.993 -1.275 -1.151 -0.466 -0.478 0.0007
O 2.003 -1.248 -0.542 -1.042 0.677 0.400 0.0246
O -1.164 -1.788 -4.416 0.398 -0.135 -1.439 0.0002
O -0.936 -0.780 -1.962 -0.298 0.814 -0.531 0.0420
O 3.225 -0.052 2.846 0.080 1.392 0.278 0.0004
O 1.180 1.486 -1.299 -0.620 -0.118 -0.368 0.0236
O 0.620 1.915 4.208 -0.486 0.367 0.859 -0.0001
O 0.837 0.490 1.621 -0.356 0.197 0.441 0.0356
C -2.359 1.650 1.280 -0.579 -0.338 -1.063 0.0021
C 1.370 1.357 5.288 1.466 -0.139 -0.789 0.0000
C -1.783 -4.316 -1.443 -0.126 0.456 0.104 0.0001
C -1.306 5.236 0.347 0.079 -0.120 -0.294 0.0000
C 2.773 -3.511 -0.383 -0.350 0.191 -0.945 0.0003
C -3.825 1.857 0.878 0.341 -0.520 -0.056 0.0003
C -0.368 -0.975 -5.280 -1.153 0.906 0.298 0.0000
C -5.169 -1.628 3.105 -0.599 -0.394 -0.456 0.0000
C -5.276 -1.582 1.593 0.122 0.233 0.734 0.0000
C 2.063 1.597 -3.568 -0.192 -0.025 0.226 0.0004
C 5.549 0.691 -0.845 -1.163 -0.774 0.188 0.0000
C 0.049 -1.717 -6.497 0.890 -1.112 0.002 0.0000
C -0.650 -2.674 1.507 1.033 -0.005 -0.231 0.0058
C 2.371 -2.348 -1.328 0.720 -1.382 -0.024 0.0034
C 2.306 3.653 1.687 -0.344 0.571 -0.684 0.0000
C 2.672 4.844 0.801 0.003 0.267 0.192 0.0000
C -2.474 -5.130 -2.507 -0.418 -0.065 -0.255 0.0000
C 1.002 2.099 -2.562 0.798 -0.233 -1.384 0.0020
C 4.263 -1.674 4.141 -0.525 -0.238 -0.276 0.0000
C -0.600 -2.457 3.013 -0.562 -0.189 -0.193 0.0005
C -2.100 5.083 -0.958 0.564 1.370 1.668 0.0000
C -4.164 -1.773 -2.287 -1.245 0.724 -0.208 0.0000
C 5.738 2.023 -1.524 0.308 -0.314 0.090 0.0000
C 3.320 -1.421 2.965 1.091 -0.627 0.167 0.0000
C 2.773 1.989 5.417 -0.413 0.636 -0.313 0.0000
C -5.616 -1.982 -1.884 -0.270 -1.215 0.291 0.0000
H -1.323 -0.057 -2.494 0.589 -0.136 0.425 0.0038
H 2.388 0.087 2.396 -0.863 0.643 -0.628 0.0001
H 0.845 1.480 6.235 -0.328 0.114 -0.280 0.0000
H -2.668 -0.793 -1.659 1.360 0.005 0.574 0.0005
H -5.987 -1.010 3.475 0.208 0.083 0.454 0.0000
H 1.524 0.295 5.096 -0.200 -0.249 0.131 0.0000
H -4.174 -1.201 -3.214 0.249 0.005 -0.206 0.0000
H -4.048 2.852 0.494 0.140 0.190 0.294 0.0000
H -2.451 -3.613 -0.945 -0.296 -0.072 0.082 0.0000
H -1.663 2.362 -0.408 0.161 0.319 -0.601 0.0005
H -4.184 -1.253 3.382 -0.174 0.075 0.280 0.0000
H 3.237 -4.341 -0.917 -0.237 -0.069 -0.283 0.0000
H 5.225 2.069 -2.485 -0.015 -0.055 0.054 0.0000
H -1.514 -5.081 -0.716 0.516 0.338 0.477 0.0000
H 0.764 -1.207 -7.143 -0.242 0.476 0.037 0.0000
H -3.138 5.374 -0.795 -0.318 -0.498 -0.019 0.0000
H -6.204 -2.472 -2.660 0.088 0.427 -0.497 0.0000
H -1.127 -3.581 1.135 -0.216 -0.241 0.614 0.0005
H 3.743 4.888 0.605 0.024 -0.222 -0.198 0.0000
H -1.624 -2.435 3.386 -0.126 -0.173 0.186 0.0001
H 1.250 3.706 1.952 -0.047 0.312 0.414 0.0000
H 0.163 0.621 2.316 0.214 -0.353 -0.814 0.0027
H 2.733 -0.630 -0.626 0.444 0.749 0.444 0.0013
H -2.462 3.842 -2.328 0.020 -0.519 -0.247 0.0000
H 3.046 1.987 -3.302 0.023 0.055 -0.045 0.0001
H -0.886 -2.656 -1.957 -0.184 0.515 -0.034 0.0001
H 4.507 -2.730 4.261 -0.035 -0.016 0.101 0.0000
H 0.352 -2.722 1.081 0.125 0.190 0.139 0.0020
H -5.708 -2.743 -1.109 0.283 0.124 0.486 0.0000
H -4.059 1.173 0.061 -0.017 -0.219 0.088 0.0000
H -3.507 -5.269 -2.186 -0.107 -0.380 0.045 0.0000
H -2.201 -1.647 1.200 -0.948 0.467 -0.308 0.0002
H 1.768 1.841 1.233 -0.917 -1.143 0.479 0.0006
H 6.811 2.114 -1.691 0.034 0.434 -0.120 0.0000
H 0.621 -2.557 -6.104 -0.139 -0.500 -0.299 0.0000
H -2.242 0.714 1.826 0.034 -0.029 -0.175 0.0002
H 2.144 0.510 -3.588 -0.178 -0.060 0.268 0.0000
H 3.341 2.065 4.490 -0.286 -0.662 -0.304 0.0000
H 3.728 -1.301 5.014 0.205 -0.143 0.264 0.0000
H 1.127 3.178 -2.465 -0.182 0.142 0.140 0.0000
H 1.956 1.910 -0.926 0.339 0.010 0.893 0.0015
H 1.549 -2.587 -2.002 0.014 -0.335 0.179 0.0002
H -1.054 -1.415 -3.538 0.173 -0.137 0.831 0.0000
H -5.326 -2.643 3.471 0.263 0.011 0.152 0.0000
H -6.142 -2.137 1.234 -0.003 -0.271 -0.075 0.0000
H -4.462 1.608 1.727 -0.161 0.254 -0.002 0.0000
H 3.695 -1.775 2.005 0.188 -0.693 0.037 0.0000
H 1.825 1.889 -4.591 -0.029 0.272 0.020 0.0001
H 0.012 1.924 -2.983 -0.123 -0.253 0.492 0.0001
H -2.533 -4.680 -3.499 0.323 0.164 0.048 0.0000
H 0.481 -0.541 -4.753 0.251 -0.242 0.136 0.0000
H -0.182 -1.480 3.255 0.283 -0.076 -0.189 0.0001
H 6.233 0.519 -0.013 -0.168 0.474 0.407 0.0000
H 3.223 -2.061 -1.945 0.135 0.017 -0.120 0.0001
H -0.054 -3.239 3.539 0.020 -0.004 -0.054 0.0001
H 3.403 1.446 6.122 -0.133 0.136 0.218 0.0000
H -3.946 -1.755 0.157 0.197 0.405 -0.832 0.0000
H -0.981 -0.126 -5.584 -0.149 0.430 -0.099 0.0000
H 2.658 3.041 5.678 0.021 0.026 0.609 0.0000
H -2.055 2.447 1.959 0.534 0.145 -0.249 0.0002
H 4.024 1.038 0.363 -0.336 0.266 0.459 0.0000
H 2.432 5.804 1.257 -0.064 -0.053 0.424 0.0000
H -5.482 -0.533 1.378 0.355 0.168 -0.667 0.0000
H -1.673 5.901 -1.538 -0.062 -0.222 -0.827 0.0000
H -6.140 -1.097 -1.525 0.250 0.179 -0.232 0.0000
H 1.853 -3.866 0.079 0.247 -0.131 0.285 0.0000
H -1.362 4.431 1.079 -0.289 -0.177 -0.207 0.0000
H 0.988 1.625 3.370 0.521 -0.128 -0.027 -0.0001
H -1.640 6.148 0.840 0.092 0.050 -0.002 0.0000
H 2.334 -1.854 3.136 -0.097 -0.312 0.103 0.0000
H 5.369 2.828 -0.889 0.150 0.069 -0.002 0.0000
H 2.926 3.664 2.583 -0.064 -0.071 0.169 0.0000
H 5.185 -1.101 4.045 -0.036 -0.007 -0.171 0.0000
H -0.259 5.354 0.067 0.099 -0.017 0.249 0.0000
H -3.663 -2.721 -2.483 0.071 0.014 0.136 0.0000
H -0.787 -2.080 -7.096 -0.004 0.018 0.129 0.0000
H 2.117 4.865 -0.137 0.081 -0.396 -0.142 0.0000
H 3.526 -3.209 0.345 -0.305 0.292 0.113 0.0000
H 5.799 -0.152 -1.490 -0.334 0.097 -0.386 0.0000
H -1.966 -6.093 -2.549 -0.221 -0.065 -0.427 0.0000
```
Forces are in eV/Å.